(1)
ORCA calculation (ωB97M-V/def2-TZVPD) on 2 unconnected molecules or ions with the total composition C4H7NO2.

The calculation puts the calculated total energy at -9844.3467 eV. Its spin multiplicity is 1. The calculation puts the molar mass at 101.1 u. The value obtained for the HOMO-LUMO gap is 9.00 eV. The HOMO energy is -0.3385 Ha. The calculation puts the energy above the lowest of the compared OMol25 structures with the same formula, charge and spin at 67.6 kcal/mol. Its SMILES is C=NC=O.C=CO. The value obtained for the LUMO energy is -0.2 eV.

Structure (XYZ):
```
14
C4H7NO2 (ωB97M-V/def2-TZVPD)
C 0.300 -0.013 -1.537
N -0.832 0.543 -1.342
C -1.819 -0.290 -0.768
O -1.602 -1.303 -0.144
H 0.473 -1.084 -1.397
H 1.139 0.603 -1.863
H -2.834 0.123 -0.872
C 0.590 -0.628 1.455
C 1.214 0.438 0.960
O 0.744 1.717 0.926
H 1.019 -1.618 1.345
H -0.380 -0.563 1.935
H 2.201 0.368 0.507
H -0.214 1.707 0.795
```

***

(2)
ORCA calculation (ωB97M-V/def2-TZVPD) on C4H7NO2 in the gas phase.

The calculation puts the calculated total energy at -9846.8970 eV. Its spin multiplicity is 1. The calculation puts the molar mass at 101.1 u. The value obtained for the HOMO-LUMO gap is 11.12 eV. The HOMO energy is -0.3811 Ha. The calculation puts the energy above the lowest of the compared OMol25 structures with the same formula, charge and spin at 8.8 kcal/mol. Its SMILES is CC(=O)N(C)C=O. The value obtained for the LUMO energy is 0.7 eV.

Structure (XYZ):
```
14
C4H7NO2 (ωB97M-V/def2-TZVPD)
C 2.045 -0.018 0.116
C 0.733 -0.306 -0.588
O 0.719 -0.785 -1.702
N -0.485 -0.076 0.076
C -1.655 -0.738 -0.494
C -0.692 0.943 0.992
O -1.783 1.321 1.346
H 2.457 0.954 -0.175
H 2.736 -0.776 -0.261
H 2.003 -0.081 1.208
H -2.512 -0.554 0.152
H -1.857 -0.373 -1.500
H -1.452 -1.807 -0.552
H 0.229 1.390 1.393
```

***

(3)
ORCA calculation (ωB97M-V/def2-TZVPD) on C4H7NO2 in the gas phase.

The calculation puts the calculated total energy at -9845.9005 eV. Its spin multiplicity is 1. The calculation puts the molar mass at 101.1 u. The value obtained for the HOMO-LUMO gap is 10.87 eV. The HOMO energy is -0.3698 Ha. The calculation puts the energy above the lowest of the compared OMol25 structures with the same formula, charge and spin at 31.8 kcal/mol. Its SMILES is NC(=O)C[C@H]1CO1. The value obtained for the LUMO energy is 0.8 eV.

Structure (XYZ):
```
14
C4H7NO2 (ωB97M-V/def2-TZVPD)
N 1.764 0.518 1.695
C 0.658 0.621 0.901
O -0.072 1.597 0.913
C 0.457 -0.530 -0.075
C -0.987 -0.684 -0.475
C -1.545 0.194 -1.493
O -1.212 -1.157 -1.795
H 1.939 1.265 2.350
H 2.269 -0.348 1.802
H 0.866 -1.474 0.307
H 1.027 -0.279 -0.980
H -1.659 -1.103 0.275
H -0.896 0.951 -1.934
H -2.608 0.429 -1.491
```

***

(4)
ORCA calculation (ωB97M-V/def2-TZVPD) on C4H7NO2 in the gas phase.

The calculation puts the calculated total energy at -9846.7216 eV. Its spin multiplicity is 1. The calculation puts the molar mass at 101.1 u. The value obtained for the HOMO-LUMO gap is 10.67 eV. The HOMO energy is -0.3684 Ha. The calculation puts the energy above the lowest of the compared OMol25 structures with the same formula, charge and spin at 12.9 kcal/mol. Its SMILES is C[C@@H](C=O)C(N)=O. The value obtained for the LUMO energy is 0.6 eV.

Structure (XYZ):
```
14
C4H7NO2 (ωB97M-V/def2-TZVPD)
C -1.048 -1.069 0.885
C -0.359 -0.217 -0.172
C -1.028 1.156 -0.265
O -2.141 1.381 0.132
C 1.102 0.076 0.124
N 1.865 0.397 -0.973
O 1.525 0.200 1.258
H -1.043 -0.534 1.839
H -2.088 -1.255 0.609
H -0.539 -2.026 1.029
H -0.428 -0.649 -1.182
H -0.397 1.951 -0.716
H 1.786 -0.105 -1.844
H 2.793 0.695 -0.722
```

***

(5)
ORCA calculation (ωB97M-V/def2-TZVPD) on C4H7NO2 in the gas phase.

The calculation puts the calculated total energy at -9845.1591 eV. Its spin multiplicity is 1. The calculation puts the molar mass at 101.1 u. The value obtained for the HOMO-LUMO gap is 10.59 eV. The HOMO energy is -0.3563 Ha. The calculation puts the energy above the lowest of the compared OMol25 structures with the same formula, charge and spin at 48.9 kcal/mol. Its SMILES is O[C@@H]1CN=COC1. The value obtained for the LUMO energy is 0.9 eV.

Structure (XYZ):
```
14
C4H7NO2 (ωB97M-V/def2-TZVPD)
O 1.151 1.409 0.709
C 0.357 0.906 -0.343
C -1.106 0.758 0.092
N -1.406 -0.563 0.654
C -0.487 -1.419 0.768
O 0.892 -1.209 0.518
C 0.808 -0.504 -0.721
H 1.390 0.643 1.256
H 0.465 1.587 -1.193
H -1.777 0.864 -0.771
H -1.371 1.571 0.776
H -0.687 -2.485 0.842
H 0.012 -1.034 -1.265
H 1.720 -0.585 -1.306
```

***

(6)
ORCA calculation (ωB97M-V/def2-TZVPD) on C4H7NO2 in the gas phase.

The calculation puts the calculated total energy at -9847.0226 eV. Its spin multiplicity is 1. The calculation puts the molar mass at 101.1 u. The value obtained for the HOMO-LUMO gap is 11.10 eV. The HOMO energy is -0.3817 Ha. The calculation puts the energy above the lowest of the compared OMol25 structures with the same formula, charge and spin at 5.9 kcal/mol. Its SMILES is CC(=O)N(C)C=O. The value obtained for the LUMO energy is 0.7 eV.

Structure (XYZ):
```
14
C4H7NO2 (ωB97M-V/def2-TZVPD)
C -1.008 -1.475 -0.884
C 0.168 -0.521 -0.818
O 1.046 -0.532 -1.653
N 0.227 0.393 0.243
C 1.368 1.302 0.294
C -0.703 0.455 1.267
O -0.626 1.221 2.200
H -1.042 -2.138 -0.014
H -0.880 -2.080 -1.782
H -1.961 -0.942 -0.946
H 1.104 2.129 0.951
H 2.249 0.789 0.689
H 1.591 1.658 -0.711
H -1.533 -0.259 1.164
```

***

(7)
ORCA calculation (ωB97M-V/def2-TZVPD) on a molecular structure, C4H7NO2.

The calculation puts the calculated total energy at -9840.5679 eV. Its spin multiplicity is 1. The calculation puts the molar mass at 101.1 u. The value obtained for the HOMO-LUMO gap (alpha / beta) is 6.48 / 6.36 eV. The HOMO energy (alpha / beta) is -0.2580 / -0.2558 Ha. The calculation puts the energy above the lowest of the compared OMol25 structures with the same formula, charge and spin at 154.8 kcal/mol. The value obtained for the LUMO energy (alpha / beta) is -0.5 / -0.6 eV.

Structure (XYZ):
```
14
C4H7NO2 (ωB97M-V/def2-TZVPD)
C -0.762 -0.633 -1.620
C 1.295 -0.926 0.503
C -0.992 0.600 0.514
C -0.001 0.952 1.439
O -0.427 -0.552 -0.215
N 0.650 1.930 1.865
O -2.163 0.861 0.354
H 0.454 2.818 1.378
H -0.360 -1.576 -1.985
H -1.847 -0.630 -1.703
H -0.335 0.207 -2.171
H 1.115 -1.384 1.462
H 1.435 -1.605 -0.328
H 1.942 -0.061 0.506
```

***

(8)
ORCA calculation (ωB97M-V/def2-TZVPD) on C4H7NO2 in the gas phase.

The calculation puts the calculated total energy at -9846.4711 eV. Its spin multiplicity is 1. The calculation puts the molar mass at 101.1 u. The value obtained for the HOMO-LUMO gap is 10.63 eV. The HOMO energy is -0.3664 Ha. The calculation puts the energy above the lowest of the compared OMol25 structures with the same formula, charge and spin at 18.6 kcal/mol. Its SMILES is C[C@@H](C=O)C(N)=O. The value obtained for the LUMO energy is 0.7 eV.

Structure (XYZ):
```
14
C4H7NO2 (ωB97M-V/def2-TZVPD)
C -0.667 1.176 1.086
C 0.269 0.069 0.474
C -0.071 -1.385 0.856
O 0.220 -1.870 1.923
C 0.249 0.345 -1.026
N 0.539 -0.628 -1.939
O -0.105 1.443 -1.414
H -1.721 0.942 0.892
H -0.488 1.233 2.157
H -0.497 2.176 0.649
H 1.282 0.232 0.869
H -0.621 -1.996 0.100
H 1.105 -1.431 -1.731
H 0.506 -0.306 -2.898
```

***

(9)
ORCA calculation (ωB97M-V/def2-TZVPD) on C4H7NO2 in the gas phase.

The calculation puts the calculated total energy at -9845.8659 eV. Its spin multiplicity is 1. The calculation puts the molar mass at 101.1 u. The value obtained for the HOMO-LUMO gap is 10.43 eV. The HOMO energy is -0.3540 Ha. The calculation puts the energy above the lowest of the compared OMol25 structures with the same formula, charge and spin at 32.6 kcal/mol. Its SMILES is [H]/N=C(\C)OCC=O. The value obtained for the LUMO energy is 0.8 eV.

Structure (XYZ):
```
14
C4H7NO2 (ωB97M-V/def2-TZVPD)
H 0.032 -0.052 -2.257
N -0.043 -0.362 -1.293
C 0.068 0.607 -0.483
C 0.353 2.054 -0.769
O -0.017 0.393 0.849
C 0.162 -0.952 1.275
C -0.792 -1.977 0.692
O -0.514 -3.151 0.706
H 1.398 2.257 -0.511
H 0.198 2.289 -1.824
H -0.271 2.704 -0.151
H 1.184 -1.284 1.069
H 0.012 -0.924 2.359
H -1.771 -1.602 0.338
```

***

(10)
ORCA calculation (ωB97M-V/def2-TZVPD) on C4H7NO2 in the gas phase.

The calculation puts the calculated total energy at -9842.4675 eV. Its spin multiplicity is 1. The calculation puts the molar mass at 101.1 u. The value obtained for the HOMO-LUMO gap is 9.54 eV. The HOMO energy is -0.3251 Ha. The calculation puts the energy above the lowest of the compared OMol25 structures with the same formula, charge and spin at 111.0 kcal/mol. The value obtained for the LUMO energy is 0.7 eV.

Structure (XYZ):
```
14
C4H7NO2 (ωB97M-V/def2-TZVPD)
O -0.888 -0.464 1.663
C -1.316 0.314 0.698
C -0.300 1.339 0.255
O 1.096 1.012 0.409
C 1.502 -0.250 0.115
N 0.918 -1.180 -0.512
C -0.356 -0.994 -1.165
H 0.066 -0.368 1.867
H -1.258 -0.631 -0.540
H -0.495 1.689 -0.763
H -0.468 2.176 0.940
H 2.492 -0.413 0.547
H -0.281 -0.274 -1.986
H -0.713 -1.955 -1.531
```

***

(11)
ORCA calculation (ωB97M-V/def2-TZVPD) on C4H7NO2 in the gas phase.

The calculation puts the calculated total energy at -9847.0815 eV. Its spin multiplicity is 1. The calculation puts the molar mass at 101.1 u. The value obtained for the HOMO-LUMO gap is 10.88 eV. The HOMO energy is -0.3713 Ha. The calculation puts the energy above the lowest of the compared OMol25 structures with the same formula, charge and spin at 4.6 kcal/mol. Its SMILES is C[C@H]1CNC(=O)O1. The value obtained for the LUMO energy is 0.8 eV.

Structure (XYZ):
```
14
C4H7NO2 (ωB97M-V/def2-TZVPD)
C 0.929 -0.753 1.000
C 0.322 -0.760 -0.394
C -1.156 -0.347 -0.372
N -1.007 1.099 -0.381
C 0.283 1.456 -0.717
O 0.787 2.547 -0.664
O 0.936 0.323 -1.116
H 0.616 0.166 1.511
H 2.017 -0.729 0.921
H 0.612 -1.608 1.600
H 0.519 -1.680 -0.949
H -1.680 -0.696 0.524
H -1.701 -0.698 -1.256
H -1.476 1.680 0.294
```

***

(12)
ORCA calculation (ωB97M-V/def2-TZVPD) on C4H7NO2 in the gas phase.

The calculation puts the calculated total energy at -9845.2739 eV. Its spin multiplicity is 1. The calculation puts the molar mass at 101.1 u. The value obtained for the HOMO-LUMO gap is 10.63 eV. The HOMO energy is -0.3594 Ha. The calculation puts the energy above the lowest of the compared OMol25 structures with the same formula, charge and spin at 46.3 kcal/mol. Its SMILES is C[C@]1(C(N)=O)CO1. The value obtained for the LUMO energy is 0.9 eV.

Structure (XYZ):
```
14
C4H7NO2 (ωB97M-V/def2-TZVPD)
C -0.977 -1.450 -0.449
C -0.223 -0.118 -0.064
C 1.328 -0.139 -0.088
N 1.910 1.069 -0.365
O 1.863 -1.152 0.252
C -0.963 0.818 0.784
O -0.783 1.028 -0.554
H -0.581 -2.288 0.207
H -1.010 -1.562 -1.582
H -1.956 -1.327 -0.048
H 1.240 1.742 -0.785
H 2.648 1.380 0.162
H -1.959 0.508 0.981
H -0.537 1.491 1.550
```

***

(13)
ORCA calculation (ωB97M-V/def2-TZVPD) on C4H7NO2 in the gas phase.

The calculation puts the calculated total energy at -9845.8448 eV. Its spin multiplicity is 1. The calculation puts the molar mass at 101.1 u. The value obtained for the HOMO-LUMO gap is 10.39 eV. The HOMO energy is -0.3593 Ha. The calculation puts the energy above the lowest of the compared OMol25 structures with the same formula, charge and spin at 33.1 kcal/mol. Its SMILES is C[C@@H](C=O)C(N)=O. The value obtained for the LUMO energy is 0.6 eV.

Structure (XYZ):
```
14
C4H7NO2 (ωB97M-V/def2-TZVPD)
C -0.958 -1.202 0.208
C -0.446 0.183 -0.198
C -1.127 1.313 0.530
O -2.189 1.207 1.101
C 1.013 0.445 -0.437
N 2.036 -0.370 -0.143
O 1.202 1.443 -1.125
H -0.567 -1.543 1.187
H -2.046 -1.181 0.324
H -0.689 -1.957 -0.532
H -0.470 0.688 -1.259
H -0.624 2.287 0.392
H 1.917 -1.130 0.491
H 2.948 -0.184 -0.538
```

***

(14)
ORCA calculation (ωB97M-V/def2-TZVPD) on 2 unconnected molecules or ions with the total composition C4H7NO2.

The calculation puts the calculated total energy at -9842.8382 eV. Its spin multiplicity is 1. The calculation puts the molar mass at 101.1 u. The value obtained for the HOMO-LUMO gap is 10.40 eV. The HOMO energy is -0.3482 Ha. The calculation puts the energy above the lowest of the compared OMol25 structures with the same formula, charge and spin at 102.4 kcal/mol. Its SMILES is C[C@H]1O[C@@H]1O.C#N. The value obtained for the LUMO energy is 0.9 eV.

Structure (XYZ):
```
14
C4H7NO2 (ωB97M-V/def2-TZVPD)
C 0.039 -1.623 1.436
C -0.396 -0.950 0.112
O -1.730 -0.594 -0.177
C -0.996 0.412 0.389
O -0.947 1.598 -0.394
H 1.072 -1.261 1.580
H 0.101 -2.621 1.076
H -0.649 -1.577 2.267
H 0.335 -1.359 -0.526
H -1.446 0.725 1.470
H -1.722 2.223 -0.378
C 2.032 1.749 -2.334
N 1.596 0.737 -2.000
H 2.711 2.540 -2.520
```

***

(15)
ORCA calculation (ωB97M-V/def2-TZVPD) on a molecular structure, C4H7NO2.

The calculation puts the calculated total energy at -9840.8930 eV. Its spin multiplicity is 1. The calculation puts the molar mass at 101.1 u. The value obtained for the HOMO-LUMO gap (alpha / beta) is 7.98 / 7.96 eV. The HOMO energy (alpha / beta) is -0.2958 / -0.2952 Ha. The calculation puts the energy above the lowest of the compared OMol25 structures with the same formula, charge and spin at 147.3 kcal/mol. The value obtained for the LUMO energy (alpha / beta) is -0.1 / -0.1 eV.

Structure (XYZ):
```
14
C4H7NO2 (ωB97M-V/def2-TZVPD)
O -1.091 -1.294 0.977
C -0.603 -0.396 -0.454
C -1.164 0.555 0.408
N 0.321 1.100 -1.331
C 0.829 -0.125 -0.772
C 1.697 -0.076 0.462
O 1.882 0.943 1.089
H -1.925 -1.767 0.809
H -1.196 -0.797 -1.269
H -0.539 1.070 1.128
H -2.217 0.813 0.357
H 0.627 1.839 -0.689
H 1.244 -0.825 -1.505
H 2.135 -1.039 0.790
```

***

(16)
ORCA calculation (ωB97M-V/def2-TZVPD) on 2 unconnected molecules or ions with the total composition C4H7NO2.

The calculation puts the calculated total energy at -9844.8389 eV. Its spin multiplicity is 1. The calculation puts the molar mass at 101.1 u. The value obtained for the HOMO-LUMO gap is 9.39 eV. The HOMO energy is -0.3265 Ha. The calculation puts the energy above the lowest of the compared OMol25 structures with the same formula, charge and spin at 56.3 kcal/mol. Its SMILES is C=NC=O.C=CO. The value obtained for the LUMO energy is 0.5 eV.

Structure (XYZ):
```
14
C4H7NO2 (ωB97M-V/def2-TZVPD)
C 0.377 -1.183 -1.249
N 1.225 -1.477 -0.358
C 2.090 -0.550 0.191
O 1.760 0.288 1.007
H 0.301 -0.193 -1.707
H -0.332 -1.946 -1.572
H 3.143 -0.698 -0.100
C -1.154 1.558 0.049
C -1.665 0.462 0.615
O -1.049 -0.351 1.499
H -1.747 2.139 -0.648
H -0.158 1.912 0.302
H -2.670 0.107 0.390
H -0.119 -0.066 1.581
```

***

(17)
ORCA calculation (ωB97M-V/def2-TZVPD) on C4H7NO2 in the gas phase.

The calculation puts the calculated total energy at -9842.9353 eV. Its spin multiplicity is 1. The calculation puts the molar mass at 101.1 u. The value obtained for the HOMO-LUMO gap (alpha / beta) is 7.82 / 8.42 eV. The HOMO energy (alpha / beta) is -0.2768 / -0.2873 Ha. The calculation puts the energy above the lowest of the compared OMol25 structures with the same formula, charge and spin at 100.2 kcal/mol. The value obtained for the LUMO energy (alpha / beta) is 0.3 / 0.6 eV.

Structure (XYZ):
```
14
C4H7NO2 (ωB97M-V/def2-TZVPD)
O -2.037 -0.256 0.820
C -1.041 0.124 -0.117
C -0.195 1.248 0.426
O 1.051 1.391 -0.068
C 1.760 0.345 -0.347
N 1.236 -0.882 0.009
C -0.135 -1.041 -0.549
H -1.602 -0.269 1.683
H -1.615 0.466 -0.992
H -0.648 2.218 0.592
H 1.048 -0.773 1.028
H 2.774 0.526 -0.675
H -0.047 -1.114 -1.637
H -0.550 -1.982 -0.173
```